Record 1
Molecular formula: HN2P
Method: DFT, ωB97M-V/def2-TZVPD

Each line ends with the Löwdin charge.
CARTESIAN COORDINATES (ANGSTROEM)
1 P -0.829 0.878 -0.112  0.622
2 N 0.652 -0.171 -0.082  -0.444
3 N 1.732 -0.611 -0.105  0.138
4 H -1.554 -0.096 0.299  -0.317

Results
LUMO energy (spin up / spin down) (eV): -0.1 / -0.1
Kohn-Sham gap (spin up / spin down) (eV): 8.15 / 8.15
Multiplicity: 1
Relative energy (zero: lowest compared OMol25 entry of this formula, charge and spin) (kJ/mol): 21.4
E_HOMO (spin up / spin down) (eV): -8.29 / -8.29

=====

Record 2
Molecular formula: HN3O3S
Method: DFT, ωB97M-V/def2-TZVPD

Each line ends with the Löwdin charge.
CARTESIAN COORDINATES (ANGSTROEM)
1 S 0.042 3.357 0.738  0.306
2 O -1.101 4.014 0.023  -0.524
3 O 1.214 4.207 0.653  -0.466
4 O -0.496 3.119 2.064  -0.475
5 N 0.722 0.801 0.797  -0.407
6 N 1.019 -0.414 0.445  -0.216
7 N 0.303 1.607 -0.155  -0.176
8 H 1.114 -0.786 1.465  -0.042

Results
LUMO energy (eV): 7.1
Kohn-Sham gap (eV): 6.53
SMILES string: [H]/N=N/N=S(=O)([O-])[O-]
Multiplicity: 1
Relative energy (zero: lowest compared OMol25 entry of this formula, charge and spin) (kJ/mol): 191.2
E_HOMO (eV): 0.61
Net charge: -2

=====

Record 3
Molecular formula: HN5O4
Method: DFT, ωB97M-V/def2-TZVPD

Each line ends with the Löwdin charge.
CARTESIAN COORDINATES (ANGSTROEM)
1 O -1.721 -0.783 1.124  0.022
2 O 1.470 -0.290 -1.772  0.080
3 O -0.854 1.486 2.259  0.076
4 O 0.047 -1.888 -2.053  0.120
5 N 0.458 1.082 0.538  0.185
6 N -1.117 -1.159 0.159  -0.073
7 N 0.514 -0.953 -1.474  -0.431
8 N -0.108 -0.537 -0.303  0.041
9 N 0.038 1.657 1.507  -0.153
10 H 1.273 1.385 0.016  0.133

Results
LUMO energy (spin up / spin down) (eV): -1.5 / -1.5
Kohn-Sham gap (spin up / spin down) (eV): 8.13 / 8.13
Multiplicity: 1
Relative energy (zero: lowest compared OMol25 entry of this formula, charge and spin) (kJ/mol): 147.3
E_HOMO (spin up / spin down) (eV): -9.62 / -9.62

=====

Record 4
Molecular formula: HN5O5
Method: DFT, ωB97M-V/def2-TZVPD

Each line ends with the Mulliken spin population.
CARTESIAN COORDINATES (ANGSTROEM)
1 O 1.146 1.234 0.374  0.039
2 O -2.887 -0.275 -0.495  0.800
3 O 0.874 -1.201 -0.475  0.007
4 O -0.452 2.592 0.088  0.028
5 O 3.011 -1.309 -0.474  0.003
6 N 0.055 1.563 0.151  0.013
7 N -2.057 0.600 -0.427  0.892
8 N -0.840 0.355 -0.097  0.163
9 N -0.125 -0.844 0.410  0.045
10 N 2.125 -1.227 0.271  0.002
11 H -0.849 -1.487 0.676  0.007

Results
LUMO energy (spin up / spin down) (eV): -0.4 / -2.4
Kohn-Sham gap (spin up / spin down) (eV): 7.46 / 8.23
Multiplicity: 3
E_HOMO (spin up / spin down) (eV): -7.85 / -10.60

=====

Record 5
Molecular formula: HN5OS
Method: DFT, ωB97M-V/def2-TZVPD

Each line ends with the Löwdin charge.
CARTESIAN COORDINATES (ANGSTROEM)
1 S -3.405 0.347 -1.041  0.037
2 O 1.319 1.122 1.510  0.041
3 N -1.693 -1.593 1.613  0.037
4 N -0.602 1.621 0.349  0.226
5 N 0.329 1.382 0.927  -0.289
6 N -2.120 -0.873 0.801  -0.381
7 N -2.210 0.007 0.035  -0.672
8 H 8.383 -2.014 -4.195  -1.000

Results
LUMO energy (eV): 5.3
Kohn-Sham gap (eV): 3.40
Multiplicity: 1
Relative energy (zero: lowest compared OMol25 entry of this formula, charge and spin) (kJ/mol): 246.3
E_HOMO (eV): 1.85
Net charge: -2

=====

Record 6
Molecular formula: HNO2S
Method: DFT, ωB97M-V/def2-TZVPD

Each line ends with the Mulliken spin population.
CARTESIAN COORDINATES (ANGSTROEM)
1 S -3.509 -0.383 -0.124  1.377
2 O -3.602 1.040 0.169  0.604
3 O -1.038 -1.025 0.280  -0.005
4 N 0.123 -0.968 -0.078  0.024
5 H 0.620 -0.558 0.686  0.000

Results
LUMO energy (spin up / spin down) (eV): -0.8 / -1.0
Kohn-Sham gap (spin up / spin down) (eV): 8.13 / 9.14
Multiplicity: 3
Relative energy (zero: lowest compared OMol25 entry of this formula, charge and spin) (kJ/mol): 43.8
E_HOMO (spin up / spin down) (eV): -8.92 / -10.15

=====

Record 7
Molecular formula: HNO3P2
Method: DFT, ωB97M-V/def2-TZVPD

Each line ends with the Löwdin charge.
CARTESIAN COORDINATES (ANGSTROEM)
1 P -0.485 -1.557 2.970  0.554
2 P 1.050 -2.350 1.390  0.850
3 O 0.199 -0.627 3.865  -0.518
4 O -0.766 -0.508 1.526  -0.344
5 O 0.230 -0.563 -0.467  0.000
6 N 0.242 -1.056 0.773  -0.697
7 H -0.733 -0.261 -0.455  0.156

Results
LUMO energy (eV): -1.6
Kohn-Sham gap (eV): 6.96
Multiplicity: 1
Relative energy (zero: lowest compared OMol25 entry of this formula, charge and spin) (kJ/mol): 65.2
E_HOMO (eV): -8.56

=====

Record 8
Molecular formula: HNO3S
Method: DFT, ωB97M-V/def2-TZVPD

Each line ends with the Löwdin charge.
CARTESIAN COORDINATES (ANGSTROEM)
1 S -1.058 1.664 0.502  0.896
2 O -3.953 -0.570 -0.330  0.067
3 O -1.930 -0.129 0.018  -0.286
4 O 0.142 1.377 -0.526  -0.491
5 N -2.849 -0.871 -0.168  -0.249
6 H 0.497 0.478 -0.326  0.063

Results
LUMO energy (spin up / spin down) (eV): -1.7 / -1.7
Kohn-Sham gap (spin up / spin down) (eV): 7.51 / 7.57
SMILES string: O=NOSO
Multiplicity: 1
Relative energy (zero: lowest compared OMol25 entry of this formula, charge and spin) (kJ/mol): 233.9
E_HOMO (spin up / spin down) (eV): -9.25 / -9.29

=====

Record 9
Molecular formula: HNO4S
Method: DFT, ωB97M-V/def2-TZVPD

Each line ends with the Löwdin charge.
CARTESIAN COORDINATES (ANGSTROEM)
1 S -0.526 0.735 0.470  0.919
2 O 0.870 0.569 -0.415  -0.398
3 O 1.586 -0.571 0.031  -0.064
4 O -1.692 -1.773 0.203  -0.006
5 O -1.158 1.827 -0.212  -0.439
6 N -1.408 -0.777 -0.378  -0.117
7 H 2.327 -0.011 0.301  0.105

Results
LUMO energy (eV): -1.1
Kohn-Sham gap (eV): 7.87
SMILES string: O=S(#[N+][O-])OO
Multiplicity: 1
Relative energy (zero: lowest compared OMol25 entry of this formula, charge and spin) (kJ/mol): 306.0
E_HOMO (eV): -9.01

=====

Record 10
Molecular formula: HO2PS4
Method: DFT, ωB97M-V/def2-TZVPD

Each line ends with the Löwdin charge.
CARTESIAN COORDINATES (ANGSTROEM)
1 S -0.863 1.714 0.034  0.538
2 S -0.902 -3.286 -0.868  0.202
3 S 1.576 -1.114 0.855  0.412
4 S 0.099 3.136 -0.880  0.284
5 P -0.124 -1.537 -0.286  -0.005
6 O -0.056 1.104 1.124  -0.656
7 O -0.609 -0.297 -0.955  -0.627
8 H 0.880 0.280 0.977  -0.148

Results
LUMO energy (eV): -2.4
Kohn-Sham gap (eV): 7.34
Multiplicity: 1
Relative energy (zero: lowest compared OMol25 entry of this formula, charge and spin) (kJ/mol): 76.0
E_HOMO (eV): -9.79

=====

Record 11
Molecular formula: HO3P2S2
Method: DFT, ωB97M-V/def2-TZVPD

Each line ends with the Löwdin charge.
CARTESIAN COORDINATES (ANGSTROEM)
1 S -0.514 -0.366 0.261  0.413
2 S 0.905 0.738 1.316  0.057
3 P 1.612 -0.815 -1.184  0.224
4 P 1.988 1.080 -0.484  0.090
5 O -2.278 0.918 0.358  -0.495
6 O -0.994 -1.388 1.126  -0.580
7 O 1.856 -0.842 -2.678  -0.672
8 H -2.576 0.677 1.285  -0.037

Results
LUMO energy (eV): 2.7
Kohn-Sham gap (eV): 6.74
Multiplicity: 1
Relative energy (zero: lowest compared OMol25 entry of this formula, charge and spin) (kJ/mol): 552.6
E_HOMO (eV): -4.01
Net charge: -1

=====

Record 12
Molecular formula: HO3S
Method: DFT, ωB97M-V/def2-TZVPD

Each line ends with the Löwdin charge.
CARTESIAN COORDINATES (ANGSTROEM)
1 S 1.129 -0.069 0.257  0.491
2 O 1.405 -1.476 0.376  -0.454
3 O 1.316 0.933 1.763  -0.619
4 O 1.744 0.641 -0.817  -0.479
5 H -0.337 0.043 -0.332  0.061

Results
LUMO energy (eV): 4.1
Kohn-Sham gap (eV): 8.59
SMILES string: O=[SH](=O)[O-]
Multiplicity: 1
Relative energy (zero: lowest compared OMol25 entry of this formula, charge and spin) (kJ/mol): 173.8
E_HOMO (eV): -4.47
Net charge: -1

=====

- Which formula does entry 8 have?
  HNO3S